Computed, not measured: a molecular structure, C45H28Br2CdF2N6O3S, with ωB97M-V with the def2-TZVPD basis set.

Last column: Löwdin charge in e.
Geometry (Å):
Cd: 0.12533 -1.16057 -0.93766  1.3796
O: -0.36142 -2.24942 -5.24033  -0.0308
C: -0.19911 -1.35498 -4.39618  -0.6433
O: -0.39438 -1.45522 -3.15054  -0.1961
C: 0.29054 0.00395 -4.94401  -0.1196
C: 0.58523 0.02405 -6.30915  -0.0455
C: 1.06396 1.15466 -6.94697  -0.1042
C: 1.24489 2.32446 -6.21847  -0.1002
C: 0.92306 2.34419 -4.87255  -0.1031
C: 0.46018 1.19540 -4.21301  -0.4290
S: -0.02216 1.37795 -2.50748  0.9578
H: 0.42437 -0.89763 -6.85299  0.1034
H: 1.28003 1.13117 -8.01007  0.0872
H: 1.61302 3.22558 -6.69660  0.0927
H: 1.01696 3.26361 -4.31018  0.0862
Br: 3.40912 5.57252 -2.96345  0.6414
C: 3.06502 3.74866 -2.48013  -0.7188
C: 4.11137 2.79914 -2.73763  -0.1741
C: 3.89523 1.50398 -2.36216  -0.0539
C: 2.69031 1.05404 -1.77362  -0.3275
C: 1.54441 2.01443 -1.62308  -0.4456
C: 1.87899 3.43131 -1.95179  -0.1888
N: 2.46417 -0.22201 -1.42069  0.0307
C: 3.40961 -1.13585 -1.34535  -0.1511
C: 3.12451 -2.54234 -1.24882  -0.2851
C: 4.17447 -3.47855 -1.13376  -0.0508
C: 3.89134 -4.82547 -1.12427  -0.1049
C: 2.56504 -5.24903 -1.22209  -0.0936
C: 1.58976 -4.27041 -1.30634  -0.1439
N: 1.84885 -2.96681 -1.31651  0.0478
H: 5.02282 3.10799 -3.22883  0.0703
H: 4.67490 0.77649 -2.56654  0.0950
H: 1.11259 1.95021 -0.62889  0.0513
H: 1.11753 4.17874 -1.77263  0.0988
H: 4.46104 -0.86920 -1.40573  0.0903
H: 5.19428 -3.11623 -1.06080  0.0983
H: 4.69282 -5.55155 -1.04245  0.0918
H: 2.29927 -6.29801 -1.22925  0.0855
H: 0.53823 -4.54638 -1.37567  0.1034
Br: -0.61851 0.80933 7.87696  0.6664
C: -1.56853 1.89955 6.63411  -0.7053
C: -1.52585 3.27516 6.76517  -0.1495
C: -2.22169 4.06744 5.86200  -0.0556
C: -2.94599 3.50527 4.80691  -0.3292
C: -2.97978 2.10410 4.71103  -0.0258
C: -2.30045 1.30584 5.61721  -0.1206
N: -3.73685 4.35007 4.01148  0.0072
N: -3.96934 4.13875 2.77346  0.0258
C: -3.23525 3.33851 1.94022  -0.2836
C: -3.96093 2.86261 0.82176  -0.0469
C: -3.52684 1.84085 0.02876  -0.0288
C: -2.27086 1.18119 0.25681  -0.3881
O: -1.94699 0.16391 -0.37007  -0.1113
C: -1.39289 1.81668 1.28402  -0.1316
N: -0.13413 1.35064 1.37159  0.1193
C: 0.71408 1.94662 2.18444  -0.1474
C: 0.38885 3.10301 2.89933  -0.0487
C: -0.89365 3.58577 2.82079  -0.0261
C: -1.85796 2.90236 2.06057  -0.1159
H: -0.95081 3.72567 7.56385  0.0896
H: -2.20190 5.14851 5.95227  0.1044
H: -3.54213 1.64558 3.90693  0.1205
H: -2.32406 0.22771 5.52089  0.1001
H: -4.94534 3.29573 0.67096  0.1020
H: -4.13522 1.45942 -0.78447  0.1027
H: 1.71587 1.52403 2.23786  0.1027
H: 1.14240 3.61420 3.48430  0.0983
H: -1.15944 4.50629 3.32229  0.1097
F: 1.73758 -1.70960 4.37170  0.0323
C: 0.86022 -2.08504 3.41065  -0.2949
C: 1.01598 -1.62824 2.12240  -0.0963
C: 0.13620 -2.02762 1.11175  -0.1515
C: -0.87670 -2.94852 1.44735  -0.1609
C: -1.02406 -3.32648 2.77437  -0.2366
F: -2.05505 -4.13120 3.15682  0.0254
C: -0.17991 -2.91283 3.78209  0.0340
C: -1.70091 -3.54030 0.34684  -0.2311
C: -2.28581 -4.80720 0.42540  -0.0273
C: -2.93495 -5.32192 -0.68571  -0.0891
C: -3.00487 -4.57335 -1.85027  -0.0756
C: -2.40333 -3.32353 -1.85231  -0.1205
N: -1.77224 -2.83017 -0.78538  0.0597
H: 1.83720 -0.94868 1.90437  0.0885
H: -0.33145 -3.22089 4.80687  0.1183
H: -2.21244 -5.38978 1.33136  0.0995
H: -3.36761 -6.31748 -0.64461  0.0953
H: -3.49011 -4.94933 -2.74170  0.0937
H: -2.38970 -2.69554 -2.73675  0.1009

total energy: -223123.0816 eV
HOMO level (alpha / beta): -0.049 / -0.050 hartree
total charge: -2
energy relative to the best compared isomer or geometry (same formula, charge and spin): 0.0 kcal/mol